Arrangement A

Molecular formula: C45H54BaN7O4S3
Method: DFT, ωB97M-V with the def2-TZVPD basis set

Summary:
frontier orbital gap	0.222	Eh
E_HOMO	-0.1583	Ha
charge	-1
LUMO level	0.0634	hartree

Positions of all 114 atoms, in Å:
Ba 0.892 0.275 -0.130
N -0.005 2.788 -1.167
C -0.880 3.358 -0.149
C -1.677 2.280 0.600
O -2.706 2.593 1.198
O -1.150 1.114 0.584
H 0.782 3.387 -1.380
H -0.510 2.617 -2.030
H -1.587 4.110 -0.515
H -0.250 3.832 0.609
S 2.126 0.714 -3.076
C 0.866 0.528 -4.219
N 1.103 0.406 -5.483
N 0.007 0.323 -6.351
C -0.896 1.319 -6.615
C -1.859 1.105 -7.614
C -2.796 2.076 -7.914
C -2.806 3.289 -7.238
C -1.842 3.510 -6.261
C -0.897 2.550 -5.949
N -0.548 0.459 -3.872
N -0.856 -0.134 -2.831
C -2.288 -0.333 -2.773
C -2.869 -0.547 -1.534
C -4.237 -0.771 -1.451
C -5.008 -0.803 -2.603
C -4.414 -0.602 -3.844
C -3.053 -0.370 -3.935
H 0.198 -0.310 -7.108
H -1.870 0.157 -8.142
H -3.533 1.878 -8.684
H -3.546 4.044 -7.463
H -1.824 4.451 -5.727
H -0.149 2.746 -5.194
H -2.259 -0.473 -0.645
H -4.699 -0.911 -0.483
H -6.074 -0.983 -2.536
H -5.012 -0.627 -4.746
H -2.573 -0.209 -4.892
O 1.395 -0.358 2.556
S 1.492 -0.649 4.008
C 0.685 -2.281 4.209
C -0.834 -2.289 4.214
C -1.440 -3.641 3.839
C -1.267 -4.093 2.389
S -1.665 -2.920 1.056
O -0.634 -1.837 1.137
C -3.185 -2.230 1.725
C -4.321 -3.019 1.854
C -5.493 -2.441 2.313
C -5.528 -1.083 2.614
C -4.394 -0.302 2.456
C -3.209 -0.875 2.011
C 0.295 0.373 4.862
C -0.550 1.176 4.121
C -1.490 1.959 4.784
C -1.556 1.939 6.168
C -0.686 1.140 6.903
C 0.249 0.355 6.251
H 1.116 -2.742 5.101
H 1.079 -2.799 3.332
H -1.191 -1.520 3.533
H -1.201 -2.017 5.206
H -2.507 -3.616 4.069
H -1.006 -4.424 4.472
H -1.880 -4.974 2.185
H -0.235 -4.366 2.154
H -4.298 -4.071 1.592
H -6.385 -3.044 2.420
H -6.451 -0.632 2.956
H -4.411 0.765 2.639
H -2.333 -0.258 1.842
H -0.494 1.170 3.042
H -2.164 2.565 4.194
H -2.285 2.551 6.683
H -0.734 1.135 7.985
H 0.935 -0.266 6.816
C 0.870 -3.880 -1.110
N 1.541 -2.852 -1.874
C 1.054 -2.860 -3.242
C 2.987 -3.020 -1.882
C 3.650 -2.874 -0.522
N 3.598 -1.535 0.039
C 4.452 -0.611 -0.698
C 4.026 -1.573 1.427
H 1.129 -4.898 -1.459
H -0.207 -3.752 -1.209
H 1.116 -3.803 -0.051
H 1.277 -3.820 -3.745
H 1.519 -2.050 -3.800
H -0.026 -2.712 -3.252
H 3.397 -2.291 -2.581
H 3.248 -4.025 -2.272
H 4.703 -3.209 -0.608
H 3.172 -3.554 0.187
H 5.490 -0.986 -0.746
H 4.440 0.357 -0.198
H 4.082 -0.466 -1.710
H 5.061 -1.949 1.521
H 3.367 -2.227 1.999
H 3.969 -0.573 1.852
C 2.598 2.028 0.834
C 3.445 2.829 1.216
C 4.436 3.762 1.656
C 4.278 4.481 2.847
C 5.242 5.380 3.272
C 6.392 5.588 2.522
C 6.563 4.883 1.337
C 5.600 3.984 0.909
H 3.382 4.319 3.433
H 5.094 5.924 4.198
H 7.145 6.291 2.855
H 7.453 5.036 0.740
H 5.730 3.439 -0.017

Atom charges from the Mulliken analysis, given in e for atoms 1 to 4: atom 1 (Ba): 0.1372, atom 2 (N): -0.2204, atom 3 (C): -0.7226, atom 4 (C): 0.2360


Arrangement B

Molecular formula: C45H54BaN7O4S3
Method: DFT, ωB97M-V with the def2-TZVPD basis set

Summary:
frontier orbital gap	0.230	Eh
E_HOMO	-0.1621	Ha
charge	-1
LUMO level	0.0682	hartree

Positions of all 114 atoms, in Å:
Ba -0.406 -0.338 -0.158
N -3.371 -0.860 -0.408
C -3.656 -0.893 -1.845
C -2.625 -1.743 -2.620
O -3.022 -2.330 -3.631
O -1.446 -1.730 -2.152
H -3.482 -1.779 0.005
H -3.986 -0.232 0.095
H -3.562 0.128 -2.230
H -4.655 -1.256 -2.100
S -1.789 -0.205 2.850
C -2.348 -1.821 3.116
N -3.104 -2.210 4.096
N -3.477 -1.250 4.954
C -4.265 -1.531 6.043
C -4.725 -2.825 6.313
C -5.518 -3.052 7.425
C -5.871 -2.022 8.287
C -5.411 -0.738 8.016
C -4.619 -0.489 6.911
N -2.057 -2.951 2.297
N -1.314 -2.759 1.326
C -1.111 -3.941 0.533
C -1.943 -5.055 0.623
C -1.718 -6.137 -0.213
C -0.678 -6.110 -1.133
C 0.143 -4.997 -1.221
C -0.074 -3.909 -0.391
H -3.132 -0.310 4.768
H -4.449 -3.626 5.642
H -5.868 -4.058 7.623
H -6.491 -2.214 9.152
H -5.673 0.082 8.675
H -4.264 0.514 6.706
H -2.753 -5.054 1.337
H -2.367 -7.001 -0.156
H -0.520 -6.954 -1.793
H 0.944 -4.960 -1.947
H 0.577 -3.046 -0.454
O -0.136 2.592 0.051
S -0.205 3.541 -1.104
C 1.518 3.967 -1.534
C 2.208 2.840 -2.280
C 1.696 2.681 -3.719
C 1.811 1.245 -4.213
S 0.479 0.201 -3.493
O -0.116 1.077 -2.412
C -0.702 0.323 -4.829
C -1.612 1.368 -4.862
C -2.542 1.415 -5.890
C -2.564 0.419 -6.856
C -1.668 -0.638 -6.792
C -0.735 -0.695 -5.768
C -0.587 5.137 -0.367
C -0.829 6.230 -1.189
C -1.141 7.455 -0.622
C -1.225 7.578 0.760
C -1.002 6.475 1.570
C -0.685 5.245 1.008
H 2.000 4.210 -0.584
H 1.445 4.879 -2.135
H 2.075 1.910 -1.723
H 3.285 3.027 -2.287
H 2.249 3.342 -4.391
H 0.648 2.988 -3.775
H 2.748 0.793 -3.894
H 1.717 1.155 -5.296
H -1.606 2.104 -4.068
H -3.264 2.221 -5.924
H -3.305 0.449 -7.646
H -1.719 -1.439 -7.517
H -0.070 -1.544 -5.672
H -0.782 6.124 -2.268
H -1.328 8.311 -1.257
H -1.475 8.534 1.202
H -1.081 6.566 2.646
H -0.521 4.366 1.617
C 2.578 -3.395 1.348
N 1.845 -2.378 2.089
C 1.200 -2.980 3.245
C 2.795 -1.348 2.489
C 2.186 -0.128 3.159
N 1.605 0.852 2.244
C 2.649 1.521 1.471
C 0.914 1.859 3.043
H 3.422 -3.796 1.939
H 2.966 -2.963 0.425
H 1.919 -4.226 1.097
H 1.942 -3.332 3.986
H 0.609 -3.837 2.926
H 0.525 -2.275 3.730
H 3.350 -1.050 1.598
H 3.529 -1.790 3.191
H 2.979 0.361 3.756
H 1.409 -0.425 3.866
H 3.368 2.029 2.139
H 2.180 2.267 0.829
H 3.177 0.820 0.829
H 1.625 2.391 3.699
H 0.146 1.392 3.654
H 0.443 2.583 2.378
C 2.404 -0.712 -1.023
C 3.426 -0.473 -1.666
C 4.633 -0.172 -2.372
C 4.985 -0.870 -3.536
C 6.134 -0.549 -4.242
C 6.963 0.477 -3.808
C 6.632 1.175 -2.653
C 5.485 0.856 -1.945
H 4.338 -1.671 -3.873
H 6.383 -1.104 -5.138
H 7.860 0.727 -4.360
H 7.274 1.973 -2.301
H 5.228 1.399 -1.043

Atom charges from the Mulliken analysis, given in e for atoms 1 to 4: atom 1 (Ba): 0.1532, atom 2 (N): -0.1471, atom 3 (C): -0.5520, atom 4 (C): 0.4450


It is arrangement B that is the most stable of them.


Arrangement A

Molecular formula: C5H14N2
Method: DFT, ωB97M-V with the def2-TZVPD basis set

Summary:
frontier orbital gap	0.420	Eh
E_HOMO	-0.6736	Ha
charge	+2
SMILES	C[C@@H]([NH3+])C/C=C/[NH3+]
LUMO level	-0.2531	hartree

Positions of all 21 atoms, in Å:
C 1.388 1.554 -1.164
C 1.517 0.140 -0.526
N 2.800 -0.532 0.068
C 0.375 -0.189 0.563
C -1.103 -0.147 0.099
C -2.131 -0.093 0.983
N -3.524 -0.445 0.474
H 2.047 1.544 -2.074
H 1.832 2.311 -0.513
H 0.361 1.915 -1.500
H 1.185 -0.597 -1.334
H 2.793 -1.461 -0.339
H 3.650 -0.013 -0.120
H 2.706 -0.730 1.030
H 0.543 -1.401 0.751
H 0.610 0.638 1.423
H -1.314 -0.593 -0.804
H -2.193 -0.005 2.036
H -3.566 -1.478 0.667
H -4.447 -0.050 0.828
H -3.527 -0.369 -0.550

Atom charges from the Mulliken analysis, given in e for atoms 1 to 4: atom 1 (C): -1.1935, atom 2 (C): -0.0102, atom 3 (N): -0.2177, atom 4 (C): -0.3930


Arrangement B

Molecular formula: C5H14N2
Method: DFT, ωB97M-V with the def2-TZVPD basis set

Summary:
frontier orbital gap	0.424	Eh
E_HOMO	-0.7362	Ha
charge	+2
SMILES	C=[NH+]CC[C@H](C)[NH3+]
LUMO level	-0.3122	hartree

Positions of all 21 atoms, in Å:
C 1.106 1.285 2.932
N 0.682 0.553 1.980
C -0.690 0.402 1.328
C -0.434 0.585 -0.246
C 0.250 -0.479 -1.010
C 0.235 -0.126 -2.492
N -0.651 -1.811 -0.903
H 2.099 1.332 3.428
H 0.517 2.246 3.135
H 1.383 -0.172 1.661
H -1.199 -0.485 1.811
H -1.371 1.238 1.552
H -1.466 0.858 -0.740
H 0.165 1.553 -0.357
H 1.173 -0.722 -0.566
H -0.108 0.995 -2.613
H 1.357 -0.222 -2.859
H -0.402 -0.678 -3.326
H -0.486 -2.294 0.076
H -0.488 -2.312 -1.725
H -1.673 -1.747 -1.066

Atom charges from the Mulliken analysis, given in e for atoms 1 to 4: atom 1 (C): -0.0721, atom 2 (N): 0.0175, atom 3 (C): -0.7039, atom 4 (C): -0.9542


It is arrangement A that is the most stable of them.


Arrangement A

Molecular formula: C5H6FN
Method: DFT, ωB97M-V with the def2-TZVPD basis set

Summary:
frontier orbital gap	0.444	Eh
E_HOMO	-0.4153	Ha
charge	0
SMILES	N#C[C@H]1CC[C@H]1F
LUMO level	0.0289	hartree

Positions of all 13 atoms, in Å:
N 0.773 -1.364 -2.631
C 0.584 -1.140 -1.522
C 0.143 -0.904 -0.121
C 1.004 0.210 0.507
C -0.296 1.043 0.767
C -1.132 -0.026 -0.031
F -1.484 0.461 -1.316
H 0.159 -1.754 0.542
H 1.569 -0.080 1.399
H 1.690 0.753 -0.166
H -0.561 1.248 1.838
H -0.390 2.035 0.271
H -2.059 -0.481 0.464

Atom charges from the Mulliken analysis, given in e for atoms 1 to 4: atom 1 (N): -0.4123, atom 2 (C): -0.0372, atom 3 (C): 0.1647, atom 4 (C): -0.7170


Arrangement B

Molecular formula: C5H6FN
Method: DFT, ωB97M-V with the def2-TZVPD basis set

Summary:
frontier orbital gap	0.391	Eh
E_HOMO	-0.3625	Ha
charge	0
SMILES	CC(C)=C(F)C#N
LUMO level	0.0281	hartree

Positions of all 13 atoms, in Å:
C -0.536 -1.266 -0.254
C -0.055 0.103 0.129
C -0.774 0.798 1.254
C 0.941 0.687 -0.515
F 1.385 1.922 -0.171
C 1.682 0.124 -1.604
N 2.278 -0.358 -2.472
H -1.613 -1.236 -0.523
H -0.428 -1.922 0.622
H 0.029 -1.718 -1.103
H -0.705 0.170 2.150
H -0.362 1.791 1.456
H -1.843 0.906 1.031

Atom charges from the Mulliken analysis, given in e for atoms 1 to 4: atom 1 (C): -1.1838, atom 2 (C): 0.6211, atom 3 (C): -1.2121, atom 4 (C): 0.5486


It is arrangement B that is the most stable of them.


Arrangement A

Molecular formula: C5H14N2
Method: DFT, ωB97M-V with the def2-TZVPD basis set

Summary:
frontier orbital gap (alpha / beta)	0.100 / 0.335	Eh
E_HOMO (alpha / beta)	0.0530 / -0.1822	Ha
charge	-1
LUMO level (alpha / beta)	0.1532 / 0.1526	hartree
multiplicity	2

Positions of all 21 atoms, in Å:
C -0.626 -1.067 0.864
C -0.104 0.231 0.280
C -1.185 1.320 0.290
C -1.979 1.469 1.589
N 0.277 0.063 -1.121
C 1.231 -0.941 -1.504
N 2.403 -1.099 -0.638
H -1.676 -1.247 0.615
H -0.546 -1.065 1.945
H -0.070 -1.924 0.494
H 0.718 0.622 0.892
H -0.778 2.313 0.063
H -1.880 1.035 -0.504
H -2.431 0.536 1.914
H -2.809 2.171 1.419
H -1.385 1.817 2.438
H 0.525 0.958 -1.529
H 1.570 -0.714 -2.521
H 0.737 -1.905 -1.619
H 2.489 -2.048 -0.292
H 2.348 -0.457 0.141

Atom charges from the Mulliken analysis, given in e for atoms 1 to 4: atom 1 (C): -2.5756, atom 2 (C): -0.8416, atom 3 (C): -0.8128, atom 4 (C): -1.6154


Arrangement B

Molecular formula: C5H14N2
Method: DFT, ωB97M-V with the def2-TZVPD basis set

Summary:
frontier orbital gap (alpha / beta)	0.096 / 0.327	Eh
E_HOMO (alpha / beta)	0.0553 / -0.1789	Ha
charge	-1
LUMO level (alpha / beta)	0.1515 / 0.1483	hartree
multiplicity	2

Positions of all 21 atoms, in Å:
C -0.557 1.368 -0.134
C -0.025 0.040 0.290
C 0.948 0.177 1.519
C 0.253 0.332 2.857
N 0.618 -0.845 -0.753
C 0.242 -0.607 -2.116
N -0.956 -1.246 -2.622
H 0.310 1.930 -0.522
H -1.062 2.047 0.572
H -1.232 1.343 -0.991
H -0.792 -0.683 0.615
H 1.451 -0.806 1.458
H 1.691 0.956 1.307
H 0.396 1.301 3.354
H 0.662 -0.438 3.515
H -0.814 0.136 2.744
H 0.474 -1.776 -0.392
H 1.080 -0.908 -2.779
H 0.141 0.451 -2.240
H -0.990 -1.874 -3.398
H -1.839 -0.898 -2.285

Atom charges from the Mulliken analysis, given in e for atoms 1 to 4: atom 1 (C): -2.9086, atom 2 (C): 0.2470, atom 3 (C): -0.5563, atom 4 (C): -1.4097


It is arrangement A that is the most stable of them.